The following is a quantum chemistry calculation of a molecular structure, C39H35BrF4MoN5PS3Se2, from OMol25.

Computed properties:
- Multiplicity: 2
- E: -11160.48161 hartree
- HOMO-LUMO gap (spin up / spin down): 0.211 / 0.232 hartree
- Charge: +3
- ⟨S²⟩: 0.78
- Energy relative to the best compared isomer or geometry (same formula, charge and spin): 67.7 kJ/mol

```
91
Properties=species:S:1:pos:R:3:forces:R:3
Mo 1.3313 0.7432 -0.0023 -1.382 -2.100 -0.570
Se 3.9704 -0.0388 2.4600 0.287 -0.406 0.026
Se 3.7855 2.2369 2.1661 -0.209 0.423 0.025
C 1.9223 2.2815 2.6777 0.137 0.120 0.176
C 1.5604 3.0172 3.7992 0.259 -0.084 -0.354
C 0.3586 2.7426 4.4269 -0.160 -0.399 -0.241
C -0.3840 1.6677 3.9508 0.274 0.186 0.272
C 0.0027 1.0479 2.7810 -0.054 -0.268 0.091
N 1.1019 1.3949 2.0841 -0.019 0.203 0.357
C 4.3182 -0.4287 0.6026 0.165 0.069 0.279
C 5.4573 -1.1417 0.2488 -0.328 0.016 0.229
C 5.8613 -1.1390 -1.0736 -0.318 0.155 -0.221
C 5.1538 -0.3470 -1.9710 0.061 -0.062 0.223
C 4.0049 0.2863 -1.5425 0.269 0.192 -0.538
N 3.5378 0.1916 -0.2881 -0.059 0.234 0.031
H 2.2565 3.7403 4.1982 0.031 0.020 0.058
H 0.0462 3.3004 5.2961 0.004 0.009 0.118
H -1.2579 1.3234 4.4786 -0.121 -0.030 -0.054
H -0.5812 0.2275 2.3828 0.033 0.215 0.012
H 6.0279 -1.6523 1.0090 0.066 0.027 0.080
H 6.7277 -1.6945 -1.3965 0.150 -0.011 0.043
H 5.4941 -0.2200 -2.9851 -0.023 0.026 -0.130
H 3.4456 0.9120 -2.2311 0.051 -0.220 0.155
F -0.1399 7.4917 -2.5048 -0.028 -0.101 0.049
C -0.2977 6.2842 -2.0136 -0.130 -0.350 0.124
C -1.5734 5.7977 -1.7109 0.194 -0.222 0.046
F -2.6356 6.5486 -1.9140 0.103 -0.032 0.021
C -1.7149 4.5102 -1.1925 0.318 0.028 -0.021
F -2.9314 4.0753 -0.8809 -0.074 0.333 -0.210
C -0.6215 3.6704 -0.9607 0.184 0.041 -0.023
P -0.9097 1.9527 -0.3331 -0.638 1.437 -0.540
C -2.0454 1.3931 -1.6448 0.287 -0.330 -0.009
C -1.4586 1.0596 -2.8652 0.015 0.048 0.108
C -2.2359 0.6159 -3.9193 -0.053 0.070 0.031
C -3.6111 0.5276 -3.7672 0.002 0.062 0.056
C -4.1990 0.9023 -2.5698 -0.109 -0.061 -0.004
C -3.4276 1.3277 -1.5016 0.119 0.016 -0.008
C -1.9334 2.3313 1.1219 0.126 -0.218 0.089
C -2.8568 1.3979 1.5950 0.121 0.062 0.005
C -3.6345 1.6970 2.6999 -0.062 0.002 0.025
C -3.4940 2.9183 3.3433 0.083 0.001 0.036
C -2.5507 3.8326 2.8967 -0.053 0.000 -0.018
C -1.7694 3.5425 1.7933 0.028 -0.133 -0.199
C 0.6314 4.1875 -1.2688 -0.271 0.151 0.028
Br 2.2159 3.1787 -0.9620 0.087 0.149 -0.106
C 0.8073 5.4664 -1.7835 -0.097 -0.279 0.091
F 2.0290 5.8977 -2.0543 -0.009 0.170 -0.057
H -0.3858 1.1504 -2.9751 -0.092 0.001 -0.038
H -1.7836 0.3483 -4.8621 0.083 0.011 -0.081
H -4.2262 0.1944 -4.5875 -0.078 -0.052 -0.090
H -5.2716 0.8690 -2.4618 -0.121 -0.013 -0.007
H -3.9107 1.6373 -0.5882 -0.030 -0.006 -0.010
H -2.9668 0.4395 1.1057 -0.057 0.023 -0.011
H -4.3593 0.9794 3.0531 -0.083 -0.051 0.034
H -4.1049 3.1508 4.2027 -0.083 0.028 0.040
H -2.4253 4.7767 3.4028 -0.021 0.123 0.066
H -1.0337 4.2594 1.4499 -0.035 0.044 0.050
C 1.0244 -6.7495 3.4478 -0.147 0.108 0.080
C 0.3922 -5.4732 3.9827 -0.151 -0.655 0.034
N 0.8509 -4.2950 3.2502 0.260 0.368 0.020
C 0.3522 -3.6922 2.1934 0.054 0.628 -0.619
S 1.3834 -2.2741 1.7093 0.360 0.282 0.011
N -0.6807 -4.0005 1.4554 -0.028 0.136 -0.106
C -1.6516 -5.0879 1.5562 -0.461 -0.237 0.265
C -2.8628 -4.6356 2.3603 0.087 -0.182 -0.023
H 0.6148 -7.5959 3.9876 0.013 -0.173 0.096
H 2.1013 -6.7404 3.5872 0.114 -0.027 -0.010
H 0.8084 -6.8891 2.3921 0.012 -0.019 -0.143
H 0.6831 -5.3261 5.0233 -0.106 0.096 -0.060
H -0.6953 -5.5278 3.9455 0.103 0.135 0.071
H 1.7317 -3.9212 3.5885 -0.160 0.069 -0.098
H -0.9868 -3.2654 0.8023 0.437 -0.289 0.201
H -1.1944 -5.9784 1.9827 0.050 0.075 -0.134
H -1.9526 -5.3195 0.5319 0.131 -0.050 0.102
H -2.5866 -4.3923 3.3856 -0.016 0.041 0.049
H -3.6046 -5.4300 2.3877 -0.082 -0.004 -0.008
H -3.3089 -3.7559 1.9005 -0.099 0.045 0.017
S 1.2899 -0.7250 -2.2174 -0.125 -0.451 0.536
C 1.3004 -0.8438 -3.9342 -0.090 0.684 0.212
N 1.3614 -2.1251 -4.3696 0.035 -0.011 0.114
C 1.2911 -2.4882 -5.6586 -0.060 0.119 -0.643
C 1.1394 -1.5307 -6.6278 0.003 0.049 0.124
C 1.0949 -0.1858 -6.2365 0.049 -0.275 0.090
C 1.1913 0.1615 -4.9053 0.042 -0.234 -0.027
H 1.4470 -2.8372 -3.6486 -0.019 0.101 -0.111
H 1.3565 -3.5437 -5.8771 -0.011 -0.027 0.055
H 1.0579 -1.8070 -7.6658 0.035 -0.097 -0.053
H 0.9811 0.5850 -6.9842 0.018 0.063 -0.068
H 1.1674 1.2013 -4.6208 0.003 0.023 0.168
S -0.9914 -1.2759 0.1726 0.715 1.251 -0.392
C 0.5780 -1.0988 0.6889 0.293 -0.812 0.721
```
Positions in Å, forces in eV/Å.